1.
DFT (ωB97M-V with the def2-TZVPD basis set) results for a structure of composition C24H20F3LiN4O9P2S.

Positions of all 64 atoms, in Å:
F: 3.19239 6.20772 -1.88009
H: -4.86949 -3.39821 1.63868
P: 4.83467 -1.07426 0.74694
N: 1.58294 -2.63496 -1.08360
O: 6.13840 -0.38809 0.80865
O: 3.99335 -1.02284 -0.49301
C: -3.95709 -2.81931 1.54778
P: 2.43284 -0.99196 2.46961
H: -2.97305 -3.79960 3.18821
O: -0.73281 -1.42930 -3.41247
C: 2.20974 -4.82507 -0.73960
H: 1.68357 4.32607 1.03228
C: 2.17314 3.69671 0.30392
C: -4.37223 1.25101 -1.89790
O: 5.04774 -2.64045 1.15698
C: 2.59547 -3.55311 -1.02007
H: 3.60566 -3.19914 -1.16177
H: 4.38308 3.71227 -2.26362
C: -3.84800 -1.85183 0.56107
H: -0.48963 -2.64364 -0.84790
C: -1.10154 -0.77424 -2.44676
C: 3.06159 4.20746 -0.62388
H: 4.18725 -2.97431 1.46362
H: -0.70418 -0.75493 1.25905
C: -1.74265 -2.28294 2.29561
C: 0.43933 -3.18833 -0.84955
C: -2.89621 -3.04063 2.41798
C: -2.58043 -0.11847 -0.76008
H: 2.80223 -2.84707 3.49789
H: 2.83999 -5.69114 -0.63211
N: -0.36765 0.08342 -1.67627
C: -5.03733 2.46488 0.49819
C: 1.91356 2.32797 0.27990
H: -2.98626 -1.63329 -2.24647
H: 3.82102 1.28213 -2.12375
O: -0.95647 1.51726 0.04909
H: -5.28292 2.94522 1.43815
F: 2.69849 6.39672 0.21662
C: 3.40531 5.66118 -0.66018
C: -5.71554 2.81725 -0.66188
Li: 2.08378 -0.57314 -0.44857
H: -4.09006 0.78238 -2.83158
N: -2.43677 -0.82541 -2.00782
N: 2.48537 1.51378 -0.59198
C: 3.67129 3.35145 -1.53382
H: -3.50172 1.24371 1.36369
H: -0.89920 -2.43430 2.95916
C: -5.37650 2.20892 -1.85962
C: -4.04009 1.50607 0.46282
H: 1.22162 1.87019 0.97284
O: 1.46864 -0.75922 1.35574
C: 3.35090 2.00626 -1.46922
H: -5.89107 2.48386 -2.77327
C: -1.17145 0.60752 -0.73841
O: 3.89932 -0.56565 1.98725
S: 0.50798 -4.86910 -0.51688
H: -6.49813 3.56657 -0.63094
O: 2.57974 -2.64647 2.58332
C: -2.68119 -1.09977 0.42071
F: 4.71079 5.88261 -0.38374
H: -4.68175 -1.67275 -0.11085
C: -3.70088 0.87944 -0.73718
O: 2.19370 -0.46613 3.83086
C: -1.63260 -1.31092 1.30820

Results
DFT total energy (eV): -87385.8950
Charge: -2
Energy relative to the best compared isomer or geometry (same formula, charge and spin) (kcal per mole): 0.00
Multiplicity: 1
Max |F| (eV/A): 0.7
Frontier orbital gap (eV): 7.7
LUMO energy (eV): 4.14

Atom charges from the Löwdin analysis, given in e for atoms 1 to 5: 0.12 0.09 0.16 -0.03 -0.32

=====

2.
DFT (ωB97M-V with the def2-TZVPD basis set) results for a cluster of 2 separate species, C24H20F3NO in total.

Positions of all 49 atoms, in Å:
H: -1.15257 3.04755 1.06237
C: -1.47645 0.00654 -2.92766
C: -4.09612 0.69721 -0.47066
H: 5.03592 -4.28145 -0.68008
C: 1.08740 0.59644 1.89345
C: 4.57628 -3.29532 -0.71954
C: 6.87607 -2.28200 -0.58247
C: -3.23926 1.15515 1.73111
H: 1.47862 -0.33848 1.48401
H: 0.22652 0.02651 -0.61359
H: -1.65870 -1.02781 -3.25650
C: 5.37811 -2.15189 -0.66938
F: 7.44009 -1.22727 0.08237
C: -2.24971 0.34767 -1.72957
C: -5.64483 0.87877 1.32462
H: -1.70861 0.68204 -3.76522
H: -4.35271 0.59628 -3.68501
H: 2.57766 -4.05876 -0.85398
C: 0.06139 1.25096 1.16344
F: 7.45895 -2.31692 -1.82495
H: -0.32974 3.97067 3.22026
C: -5.41202 0.63318 -0.03663
C: -4.42031 -0.10476 -2.84265
H: -4.77065 1.37063 3.24054
C: 1.02335 2.31309 3.59533
H: -6.21168 0.38824 -0.73414
C: 2.54723 -1.86971 -0.79236
C: -0.41020 2.50040 1.65109
C: 1.54352 1.10649 3.10273
N: -3.60094 0.32847 -1.72308
H: -6.66312 0.84095 1.71517
C: 3.20941 -3.17217 -0.81045
C: 0.06194 3.01777 2.85516
H: -2.40234 1.31650 2.40885
H: 1.36986 2.70880 4.54934
F: 7.27163 -3.41600 0.06837
H: 3.01400 0.26497 -0.85669
C: -2.98773 0.93584 0.37994
C: -4.56952 1.16012 2.18793
C: 3.45348 -0.73108 -0.81779
C: 4.81745 -0.87705 -0.73285
H: -5.46055 -0.15979 -2.51745
O: 1.29601 -1.72853 -0.71027
H: -4.10100 -1.09780 -3.18657
H: 5.45697 0.00251 -0.70386
H: 2.30853 0.56320 3.66307
C: -1.78008 0.69510 -0.42561
H: -0.41539 0.09778 -2.68700
C: -0.45618 0.63695 -0.02316

Results
DFT total energy (eV): -36901.4559
Energy relative to the best compared isomer or geometry (same formula, charge and spin) (kcal per mole): 0.00
Multiplicity: 1
Max |F| (eV/A): 1.8
Frontier orbital gap (eV): 3.8
LUMO energy (eV): -2.17

Atom charges from the Löwdin analysis, given in e for atoms 1 to 5: 0.13 0.02 -0.15 0.11 0.01